C38H117N7O22 | the ωB97M-V functional and the def2-TZVPD basis

Structure (XYZ):
```
184
Properties=species:S:1:pos:R:3:forces:R:3
C -1.964921 8.470069 -2.497967 0.651 -0.221 -0.705
C -2.631992 7.183950 -2.961890 -0.342 0.020 0.897
C -2.718222 6.095117 -1.870921 0.360 0.631 -1.084
O -1.472212 5.417882 -1.773656 -0.253 0.586 0.688
C -1.390340 4.651859 -0.593711 0.710 -1.298 -0.320
N -4.031208 7.508849 -3.261138 0.299 -0.582 -0.295
H -0.938650 8.337868 -2.150841 -0.171 -0.228 0.386
H -2.583234 8.986641 -1.765086 0.101 0.028 0.065
H -1.832874 9.076432 -3.398621 -0.271 0.340 0.168
H -2.084741 6.801224 -3.831094 -0.040 -0.114 0.008
H -3.481837 5.361775 -2.143452 -0.155 0.076 0.112
H -3.014744 6.634982 -0.966978 0.134 -0.378 0.315
H -2.254288 3.991114 -0.465630 -0.235 0.309 0.013
H -1.180211 5.196041 0.329969 -0.230 0.405 -0.182
H -0.555943 3.961970 -0.759079 0.098 0.104 0.185
H -4.285056 6.923775 -4.047938 -0.574 0.363 -0.028
H -4.150684 8.487441 -3.480306 -0.008 -0.060 -0.301
C -4.628574 0.306443 -2.358799 -1.004 -0.807 -0.077
C -4.737416 -1.168690 -2.811135 1.342 -0.432 0.134
C -6.094211 -1.613549 -3.331350 -0.019 1.098 -0.475
O -6.056447 -2.816496 -4.082902 0.069 0.073 -0.104
C -7.070182 -2.819543 -5.085966 0.767 0.834 0.069
N -3.664871 -1.303319 -3.823973 -0.968 -0.647 -0.338
H -4.785335 0.975761 -3.206029 -0.144 -0.216 -0.193
H -3.608469 0.499200 -2.037446 -0.103 -0.050 0.415
H -5.387025 0.532985 -1.606620 0.358 0.187 0.303
H -4.541999 -1.894509 -2.009032 0.229 0.483 0.472
H -6.416623 -0.770756 -3.957628 -0.431 -0.226 -0.206
H -6.790214 -1.732377 -2.498344 -0.069 0.173 0.078
H -6.859387 -3.602589 -5.809258 -0.179 -0.333 0.305
H -6.973457 -1.872951 -5.627610 -0.265 0.001 -0.163
H -8.068969 -2.857189 -4.648851 -0.077 -0.315 -0.060
H -2.791507 -1.489344 -3.353061 0.129 0.234 -0.073
H -3.872046 -2.144791 -4.358851 0.159 0.086 -0.100
C -1.720106 0.974482 0.153336 -0.444 -0.178 0.479
C -0.779492 -0.059739 0.782468 0.483 -0.031 -0.037
C 0.659629 0.322841 0.455852 1.062 -1.417 -1.238
O 0.829943 0.314502 -0.975260 0.209 1.390 0.590
C 2.117076 0.812363 -1.374207 -1.354 -0.711 -0.974
N -0.919045 -0.244771 2.227734 0.378 0.507 0.970
H -1.556025 1.974748 0.565569 0.034 -0.101 0.255
H -2.756849 0.686146 0.336737 -0.017 0.130 0.110
H -1.615039 1.084537 -0.925412 0.353 -0.326 -0.024
H -1.038588 -1.067308 0.443738 0.177 0.276 -0.918
H 1.434341 -0.409504 0.713639 -0.501 -0.186 1.057
H 0.980457 1.239735 0.961901 -0.405 0.426 -0.345
H 1.975581 0.819804 -2.456674 0.653 0.137 -0.089
H 2.912332 0.110577 -1.109640 0.173 0.143 0.237
H 2.330534 1.832426 -1.049562 0.014 -0.025 0.357
H -0.413492 -1.089094 2.488994 -0.261 -0.219 -0.172
H -0.362360 0.456879 2.744706 -0.750 0.004 -0.370
C 1.781675 -3.865736 7.549887 1.879 0.914 -0.535
C 1.103355 -3.862520 6.164009 -0.281 -1.066 1.080
C 0.198983 -2.652886 5.937297 -0.647 -0.650 -0.391
O -1.091643 -3.027848 6.392365 -0.528 0.015 0.737
C -2.097361 -2.108122 6.032740 0.306 0.654 -1.126
N 2.003020 -4.175706 5.072737 0.877 0.348 0.287
H 1.229226 -4.306417 8.373663 -0.246 0.051 -0.159
H 2.164409 -2.879013 7.839401 -0.606 0.228 0.128
H 2.749406 -4.362051 7.428031 -0.324 -0.643 0.116
H 0.499031 -4.766267 6.278184 -0.618 0.327 -0.510
H 0.159074 -2.455100 4.857681 -0.032 0.128 -0.050
H 0.537161 -1.742494 6.443848 0.101 -0.009 0.083
H -2.180680 -2.128682 4.938936 -0.164 0.248 -0.078
H -1.850614 -1.078551 6.315592 0.185 -0.030 0.155
H -3.101826 -2.295869 6.408831 0.310 -0.674 0.453
H 1.597901 -4.745650 4.348958 -0.229 0.180 -0.048
H 2.407844 -3.349063 4.656332 -0.037 -0.067 -0.166
C -6.586488 -4.696892 5.084855 0.138 -0.504 -0.144
C -5.675406 -3.713318 4.384790 0.460 1.048 -1.152
C -4.404127 -4.361844 3.772267 -1.185 -0.563 0.077
O -3.660296 -3.400077 3.078056 -0.305 0.718 0.054
C -2.424413 -3.807091 2.553101 0.135 0.042 1.180
N -6.363098 -2.977451 3.283194 0.440 -0.231 0.520
H -6.051186 -5.597459 5.399194 0.195 0.263 0.432
H -7.333502 -5.119646 4.408197 -0.127 0.381 -0.117
H -7.087406 -4.224013 5.925594 -0.073 -0.184 0.043
H -5.351434 -2.886704 5.027492 0.063 -0.406 0.423
H -4.851630 -5.051792 3.040072 0.464 -0.483 0.012
H -3.806203 -4.905991 4.511447 0.064 0.064 0.054
H -2.483133 -4.816593 2.137066 0.079 0.199 -0.521
H -1.691313 -3.838340 3.373485 0.100 -0.179 -0.001
H -2.092422 -3.003755 1.896823 -0.100 -0.354 -0.454
H -7.071074 -3.516415 2.800125 0.138 -0.283 0.095
H -5.594186 -2.798430 2.648525 -0.410 0.534 -0.484
C 6.832518 3.650763 -3.754960 0.502 -1.020 -0.728
C 6.247286 2.244909 -3.508027 1.433 -0.336 -0.061
C 6.522931 1.815527 -2.067187 -2.247 1.082 0.076
O 6.160161 0.467731 -1.882406 0.275 -0.921 -0.114
C 6.783317 -0.170920 -0.772931 0.625 0.651 -0.341
N 4.850091 2.212334 -3.905673 -0.559 0.400 0.477
H 6.686226 3.861300 -4.816984 -0.368 0.436 0.117
H 7.921691 3.583845 -3.696968 -0.003 0.089 0.401
H 6.465589 4.449047 -3.115821 -0.241 -0.075 -0.024
H 6.830447 1.520473 -4.094729 0.042 0.165 -0.297
H 5.790134 2.409817 -1.495768 0.351 0.146 0.436
H 7.524750 2.090664 -1.733453 0.190 -0.407 -0.190
H 6.352615 0.143290 0.179117 -0.157 -0.069 0.027
H 7.838638 0.118308 -0.792369 0.088 -0.054 0.254
H 6.761929 -1.252048 -0.878766 -0.439 0.011 -0.094
H 4.779384 2.541207 -4.861068 -0.018 0.101 0.023
H 4.422648 1.294038 -3.911187 0.277 -0.053 0.044
C 5.867398 -4.546432 -0.565532 -0.491 0.150 0.064
C 5.114754 -3.681982 -1.597224 -0.045 -1.509 0.414
C 4.526435 -4.610714 -2.684987 1.316 0.359 -0.252
O 3.853857 -3.819964 -3.643884 -0.216 -0.558 0.503
C 3.238561 -4.578603 -4.668196 0.017 1.403 -0.824
N 4.121638 -2.939550 -0.867464 -0.674 1.469 0.050
H 6.589784 -5.215437 -1.031556 -0.170 -0.213 0.056
H 5.084498 -5.064624 -0.005164 0.214 -0.545 -0.148
H 6.380114 -3.982992 0.215035 0.068 0.413 -0.349
H 5.841859 -3.032134 -2.086763 -0.275 0.366 -0.053
H 3.903819 -5.431628 -2.313734 -0.257 0.276 0.325
H 5.393835 -5.085314 -3.167207 -0.047 -0.165 -0.099
H 2.659080 -3.808011 -5.181579 -0.232 -0.345 -0.274
H 2.559603 -5.375824 -4.358540 0.230 -0.062 0.415
H 3.971997 -4.932684 -5.397864 0.080 -0.351 0.203
H 3.342558 -3.486285 -0.519696 0.456 -0.704 0.045
H 3.654006 -2.238396 -1.436830 0.340 0.011 -0.217
C -0.143285 -1.872934 -3.109569 0.216 -1.712 -0.684
C 0.743731 -3.057679 -2.701965 -1.337 0.631 0.438
O -0.109532 -4.087440 -2.168021 0.183 0.038 0.462
O -0.831528 -2.220300 -4.310779 0.299 0.498 -0.522
H 0.520948 -1.025009 -3.258400 -0.519 0.331 -0.277
H -0.911196 -1.711601 -2.349221 0.486 0.372 0.439
H 1.375948 -2.627776 -1.921718 0.289 -0.694 0.170
H 1.304000 -3.484862 -3.527308 0.220 0.515 -0.006
H -0.224499 -4.797912 -2.801941 0.168 0.042 -0.090
H -1.364952 -3.003891 -4.147764 0.021 0.012 0.187
C -0.349622 3.213279 -4.268903 1.349 0.079 -1.888
C 0.827045 4.199660 -4.361968 -1.587 1.023 -0.133
O 0.976030 4.982486 -3.178815 0.708 -0.548 0.372
O 0.035823 2.125129 -3.459044 -0.551 0.455 0.565
H -0.443069 2.864739 -5.305958 -0.054 -0.452 0.197
H -1.328886 3.668499 -4.083741 0.205 0.085 0.743
H 0.643443 4.907944 -5.180405 -0.019 -0.194 -0.190
H 1.744914 3.664655 -4.596219 0.088 -0.051 0.356
H 0.107408 5.288993 -2.877302 -0.099 -0.039 0.024
H 0.316954 2.556590 -2.637929 -0.035 -0.521 0.101
C 1.515705 4.993260 1.888218 0.374 0.666 -0.687
C 2.494315 5.687791 2.802501 0.239 -0.289 0.286
O 3.838310 5.637347 2.355179 -0.290 0.002 0.206
O 1.654915 3.578413 1.805767 -0.403 0.204 0.281
H 1.683816 5.411305 0.889314 -0.202 0.067 -0.035
H 0.520711 5.311430 2.211180 -0.188 -0.538 -0.004
H 2.425525 5.253422 3.807488 -0.116 0.111 0.083
H 2.186547 6.734191 2.838550 0.161 0.050 0.131
H 4.003650 4.714453 2.119509 0.031 0.197 -0.215
H 2.239118 3.409706 1.054369 0.236 -0.136 0.225
C -4.779129 1.049687 5.290538 0.310 0.086 -0.186
C -3.437074 1.114502 4.565849 0.032 1.236 -0.047
O -3.514814 0.540405 3.267653 0.093 -0.737 0.511
O -5.870850 1.458403 4.497683 -0.055 0.065 0.240
H -4.756359 1.736132 6.141486 0.220 -0.042 0.052
H -4.913897 0.045503 5.710202 -0.229 -0.137 -0.267
H -2.653811 0.725850 5.223610 -0.043 -0.547 -0.302
H -3.128358 2.156878 4.408644 -0.284 0.148 0.215
H -2.647521 0.164169 3.007495 0.093 -0.008 -0.121
H -5.667063 1.364766 3.562930 -0.020 -0.133 -0.182
C 1.242451 -2.845181 1.159029 -0.090 -1.822 -0.174
C 1.030310 -4.346438 1.331798 -0.688 0.582 0.376
O 2.254503 -5.051266 1.370424 0.001 0.119 -0.275
O 1.787415 -2.330258 2.362975 -0.047 0.572 -0.441
H 0.226570 -2.535097 0.907522 0.134 0.811 0.489
H 1.864318 -2.611239 0.297101 0.017 0.096 0.020
H 0.286324 -4.681140 0.600640 0.506 -0.316 -0.441
H 0.493245 -4.391234 2.288111 0.186 -0.276 0.194
H 2.104222 -5.955283 1.659767 -0.036 0.007 -0.010
H 2.739287 -2.306288 2.211446 -0.008 0.059 0.218
O 3.787688 4.405773 -2.258311 -0.166 -0.243 0.152
H 4.038283 3.563252 -2.696510 0.102 0.111 -0.190
H 2.825606 4.450139 -2.367422 -0.097 0.348 -0.145
O 4.112582 3.699713 0.353587 0.128 -0.056 -0.106
H 4.048202 4.212065 -0.485887 0.009 -0.294 -0.081
H 5.055639 3.647879 0.540532 -0.044 -0.068 -0.048
O 4.549798 -0.779065 -4.120342 -0.092 -0.019 0.033
H 4.832358 -0.455981 -3.255554 0.327 -0.148 0.161
H 4.614340 -1.740171 -4.064286 -0.181 -0.116 0.009
O -0.025402 1.981970 3.685520 0.086 0.233 0.332
H 0.877479 1.930030 4.020459 -0.030 0.153 -0.071
H 0.012798 2.661252 3.000189 0.255 -0.002 -0.042
O -5.175363 1.609090 1.377589 -0.045 -0.201 0.051
H -4.593144 1.061614 1.944631 0.039 0.255 -0.175
H -4.689735 2.429894 1.254695 -0.008 -0.020 0.056
```
Positions in Å, forces in eV/Å.

Values from the calculation:
- LUMO energy (eV) = 0.2